## a
{
  "formula": "C5H9NOS",
  "method": "ωB97M-V/def2-TZVPD",
  "species": ["C", "C", "C", "C", "C", "H", "H", "H", "H", "H", "H", "H", "H", "H", "N", "O", "S"],
  "xyz": [[-0.402, 1.771, 0.220], [-0.782, 0.539, -0.569], [-0.776, -1.575, -0.248], [0.332, -0.536, -0.776], [1.573, -0.396, 0.050], [0.162, 2.444, -0.422], [0.260, 1.482, 1.041], [-1.242, 2.337, 0.633], [-1.170, 0.769, -1.568], [-1.624, -0.313, 1.103], [-0.592, -2.316, 0.519], [-1.211, -2.112, -1.121], [0.578, -0.687, -1.776], [2.168, -0.376, 1.818], [-1.696, -0.434, 0.127], [1.326, -0.605, 1.380], [3.096, 0.007, -0.410]],
  "mulliken_charge": [-1.349, 0.102, -0.639, 0.014, -0.058, 0.353, 0.317, 0.368, 0.305, 0.333, 0.343, 0.228, 0.598, 0.336, -0.558, -0.407, -0.287],
  "orbital_gap_ha": 0.3335,
  "charge": 0,
  "smiles": "C[C@@H]1NC[C@@H]1C(O)=S",
  "homo_energy_ev": -8.931
}

## b
{
  "formula": "C5H9NOS",
  "method": "ωB97M-V/def2-TZVPD",
  "species": ["C", "C", "C", "C", "C", "H", "H", "H", "H", "H", "H", "H", "H", "H", "N", "O", "S"],
  "xyz": [[-0.896, 1.763, -0.225], [-1.787, 0.549, 0.035], [-1.332, -0.860, 0.045], [-0.020, -1.520, -0.212], [1.130, -0.679, 0.394], [0.171, 1.414, -0.197], [-1.081, 2.595, 0.493], [-1.052, 2.178, -1.255], [-2.853, 0.576, -0.223], [-2.119, -1.574, -0.081], [0.054, -2.536, 0.098], [0.267, -1.468, -1.258], [1.034, -0.224, 1.346], [4.486, 0.128, -0.366], [2.201, -0.593, -0.243], [-1.599, -0.156, 1.230], [3.396, 0.407, 0.420]],
  "mulliken_charge": [-0.898, 0.278, -0.253, -0.617, -0.573, 0.206, 0.273, 0.278, 0.394, 0.449, 0.396, 0.259, 0.669, 0.158, -0.389, -0.469, -0.160],
  "orbital_gap_ha": 0.3615,
  "charge": 0,
  "smiles": "C[C@@H]1O[C@@H]1C/C=N/S",
  "homo_energy_ev": -8.930
}

Result of the stability comparison: b is the least stable of them.

## a
{
  "formula": "C5H9NOS",
  "method": "ωB97M-V/def2-TZVPD",
  "species": ["C", "C", "C", "C", "C", "H", "H", "H", "H", "H", "H", "H", "H", "H", "N", "O", "S"],
  "xyz": [[3.101, -0.294, -0.065], [1.519, -0.109, -0.216], [-0.842, 0.866, 0.047], [-1.649, 1.592, -0.677], [-1.268, -0.331, 0.824], [3.059, -1.431, 0.637], [3.522, 0.488, 0.700], [3.746, -0.480, -1.176], [-1.344, 2.599, -1.208], [-2.745, 1.478, -0.752], [-0.494, -0.816, 1.480], [-1.864, 0.167, 1.706], [-1.557, -2.217, -0.401], [-2.518, -0.791, -0.765], [-2.127, -1.263, 0.047], [0.674, -0.941, -0.521], [0.789, 1.483, 0.341]],
  "mulliken_charge": [-0.841, 0.543, 0.560, -0.770, -0.615, 0.235, 0.317, 0.263, 0.192, 0.273, 0.333, 0.236, 0.300, 0.294, -0.610, -0.504, -0.205],
  "orbital_gap_ha": 0.3502,
  "charge": 0,
  "smiles": "C=C(CN)SC(C)=O",
  "homo_energy_ev": -8.917
}

## b
{
  "formula": "C5H9NOS",
  "method": "ωB97M-V/def2-TZVPD",
  "species": ["C", "C", "C", "C", "C", "H", "H", "H", "H", "H", "H", "H", "H", "H", "N", "O", "S"],
  "xyz": [[-0.884, -1.568, 0.458], [0.606, -1.952, 0.556], [0.282, -0.076, -0.734], [-0.474, 1.196, -0.420], [-0.598, -0.152, 0.480], [-2.349, -2.645, -0.813], [-1.464, -2.231, 1.327], [0.904, -2.248, 1.629], [0.632, -2.711, -0.163], [2.308, -1.244, -0.600], [-0.128, -0.601, -1.545], [-1.254, 1.563, -1.175], [1.122, 2.061, 1.419], [0.210, 0.243, 1.145], [1.498, -0.802, -0.041], [-1.361, -1.787, -0.910], [0.426, 2.690, 0.269]],
  "mulliken_charge": [0.280, -0.740, -0.073, -0.082, -0.520, 0.361, 0.376, 0.324, 0.456, 0.271, 0.171, 0.315, 0.189, 0.084, -0.506, -0.629, -0.277],
  "orbital_gap_ha": 0.3283,
  "charge": 0,
  "homo_energy_ev": -8.811
}

Result of the stability comparison: b is the least stable of them.

## a
{
  "formula": "C3H9N3O2",
  "method": "ωB97M-V/def2-TZVPD",
  "species": ["C", "C", "C", "N", "N", "N", "O", "O", "H", "H", "H", "H", "H", "H", "H", "H", "H"],
  "xyz": [[0.972, 1.446, 0.671], [0.764, -0.777, -0.406], [-0.117, 0.528, -0.089], [1.131, -1.659, 0.692], [-0.558, 1.381, -1.169], [-1.172, 0.367, 0.891], [0.951, 1.276, 1.959], [1.779, 2.090, 0.062], [1.587, -0.288, -0.962], [0.326, -1.472, -1.039], [2.007, -1.333, 1.136], [0.340, -1.747, 1.306], [-0.913, 0.841, -1.967], [0.107, 1.988, -1.589], [-1.718, 1.199, 1.073], [-1.802, -0.289, 0.476], [0.053, 0.627, 2.111]],
  "mulliken_charge": [0.317, -1.006, 0.945, -0.568, -0.700, -0.696, -0.538, -0.592, 0.391, 0.425, 0.285, 0.261, 0.233, 0.257, 0.259, 0.248, 0.478],
  "orbital_gap_ha": 0.3638,
  "charge": 0,
  "smiles": "NCC(N)(N)C(=O)O",
  "homo_energy_ev": -9.241
}

## b
{
  "formula": "C3H9N3O2",
  "method": "ωB97M-V/def2-TZVPD",
  "species": ["C", "C", "C", "H", "H", "H", "H", "H", "H", "H", "H", "H", "N", "N", "N", "O", "O"],
  "xyz": [[-1.546, 0.211, 0.056], [1.710, -1.179, 0.229], [2.519, 0.276, 0.252], [-2.793, -1.220, 1.196], [-3.886, -0.126, -0.856], [-1.943, 2.089, -0.379], [-1.335, -1.611, -0.700], [1.115, -1.444, 1.263], [2.584, -1.791, -0.290], [3.297, 0.622, 0.946], [2.908, 0.045, -0.801], [0.585, 1.059, -0.098], [-2.903, -0.068, 0.442], [-1.191, 1.354, -0.215], [-0.770, -1.105, -0.076], [0.544, -0.766, -0.638], [1.634, 1.423, 0.067]],
  "mulliken_charge": [0.462, -0.327, -0.332, 0.329, 0.285, 0.259, 0.263, 0.310, 0.277, 0.342, 0.160, 0.478, -0.701, -0.528, -0.338, -0.336, -0.605],
  "orbital_gap_ha": 0.2803,
  "charge": 0,
  "homo_energy_ev": -8.862
}

Result of the stability comparison: b is the least stable of them.

## a
{
  "formula": "C3H9N3O2",
  "method": "ωB97M-V/def2-TZVPD",
  "species": ["C", "C", "N", "N", "N", "C", "O", "O", "H", "H", "H", "H", "H", "H", "H", "H", "H"],
  "xyz": [[-2.749, 0.093, 0.602], [2.527, 0.938, -1.048], [-1.457, -0.206, 1.194], [-0.470, -0.125, 0.218], [1.307, 0.194, -1.325], [0.655, -0.660, 0.281], [-1.553, -1.533, 1.749], [1.533, -1.334, 0.699], [-0.969, -1.525, 2.520], [0.418, 0.779, -1.407], [1.454, -0.535, -2.014], [-3.034, -0.635, -0.164], [-2.687, 1.088, 0.170], [-3.487, 0.082, 1.400], [2.290, 1.758, -0.372], [3.235, 0.274, -0.550], [2.986, 1.348, -1.953]],
  "mulliken_charge": [-0.705, -0.797, -0.228, -0.126, -0.431, 0.602, -0.443, -0.543, 0.332, 0.338, 0.240, 0.295, 0.282, 0.276, 0.288, 0.322, 0.300],
  "orbital_gap_ha": 0.3268,
  "charge": 0,
  "homo_energy_ev": -8.101
}

## b
{
  "formula": "C3H9N3O2",
  "method": "ωB97M-V/def2-TZVPD",
  "species": ["C", "C", "N", "O", "N", "H", "H", "H", "H", "H", "H", "C", "O", "N", "H", "H", "H"],
  "xyz": [[-1.217, -1.213, 0.014], [-0.626, 1.042, -0.663], [-1.942, 1.334, -0.931], [0.225, 1.961, -0.845], [-0.265, -0.164, -0.228], [1.457, 1.449, -0.589], [-2.655, 0.624, -0.949], [-2.103, 2.221, -1.381], [-1.760, -1.482, -0.902], [-1.948, -0.958, 0.790], [-0.671, -2.108, 0.325], [1.637, -1.274, 1.246], [2.325, 0.874, -0.208], [1.088, -0.157, 1.084], [2.743, 1.389, 0.495], [1.850, -1.540, 2.279], [1.863, -1.998, 0.465]],
  "mulliken_charge": [-0.991, 0.618, -0.389, -0.732, -0.071, 0.449, 0.192, 0.250, 0.370, 0.354, 0.299, -0.392, -0.719, -0.229, 0.321, 0.292, 0.379],
  "orbital_gap_ha": [0.3205, 0.3205],
  "charge": 0,
  "homo_energy_ev": [-8.919, -8.919]
}

Result of the stability comparison: b is the least stable of them.

## a
{
  "formula": "C3H9N3O2",
  "method": "ωB97M-V/def2-TZVPD",
  "species": ["C", "C", "C", "H", "H", "H", "H", "H", "H", "H", "H", "H", "N", "N", "N", "O", "O"],
  "xyz": [[-2.807, 0.080, 0.153], [-1.442, -0.482, -0.245], [0.773, 0.101, -0.115], [-3.436, 0.820, -0.552], [-2.961, 0.625, 1.139], [-3.489, -0.670, 0.564], [-1.359, -0.861, -1.317], [-1.017, -1.654, 0.325], [2.550, 0.947, 0.175], [1.698, 3.110, -0.659], [2.887, -1.928, -0.582], [2.708, -1.789, 1.062], [1.619, 1.097, -0.254], [1.096, -1.097, 0.070], [2.499, -1.244, 0.084], [-0.516, 0.595, -0.123], [1.197, 2.350, 0.275]],
  "mulliken_charge": [-1.112, -0.155, 0.396, 0.240, 0.296, 0.373, 0.270, 0.249, 0.347, 0.381, 0.230, 0.248, -0.095, -0.248, -0.700, -0.246, -0.476],
  "orbital_gap_ha": 0.3274,
  "charge": 0,
  "homo_energy_ev": -8.654
}

## b
{
  "formula": "C3H9N3O2",
  "method": "ωB97M-V/def2-TZVPD",
  "species": ["N", "N", "C", "O", "H", "H", "H", "H", "N", "C", "C", "O", "H", "H", "H", "H", "H"],
  "xyz": [[-0.779, 0.749, 0.309], [-1.837, 1.681, 0.118], [-0.945, -0.696, -0.460], [-1.363, -0.556, -1.627], [-0.640, 0.549, 1.298], [-2.053, 1.646, -0.877], [-2.681, 1.345, 0.590], [-1.368, -1.501, 0.184], [1.126, -1.469, 1.004], [1.075, 0.469, -0.464], [0.817, -0.931, -0.301], [1.937, 1.110, 0.331], [1.844, 2.066, 0.202], [2.108, -1.387, 1.247], [0.857, -2.443, 1.062], [0.852, 0.900, -1.435], [1.051, -1.530, -1.182]],
  "mulliken_charge": [-0.116, -0.789, 0.021, -0.711, 0.325, 0.286, 0.250, 0.340, -0.613, 0.044, -0.127, -0.451, 0.379, 0.214, 0.241, 0.350, 0.357],
  "orbital_gap_ha": 0.3032,
  "charge": 0,
  "homo_energy_ev": -7.813
}

Result of the stability comparison: a is the least stable of them.

## a
{
  "formula": "C4H8N4",
  "method": "ωB97M-V/def2-TZVPD",
  "species": ["C", "C", "C", "C", "H", "H", "H", "H", "H", "H", "H", "H", "N", "N", "N", "N"],
  "xyz": [[-2.494, 0.194, -0.137], [-0.061, 0.375, -0.123], [2.172, -0.369, 0.722], [2.223, -0.279, -0.740], [-3.431, -1.448, 0.330], [-2.597, 1.368, -0.518], [-1.147, -1.362, 0.026], [-0.727, 2.138, 0.330], [2.134, 0.624, 1.264], [2.621, -1.196, 1.206], [2.322, 0.806, -1.006], [2.742, -1.020, -1.256], [-3.592, -0.456, 0.052], [-1.251, -0.394, -0.098], [0.143, 1.596, 0.076], [0.941, -0.577, -0.128]],
  "mulliken_charge": [0.222, 0.538, -0.406, -0.454, 0.207, 0.193, 0.245, 0.223, 0.253, 0.268, 0.286, 0.295, -0.648, -0.178, -0.660, -0.383],
  "orbital_gap_ha": 0.3847,
  "charge": 0,
  "smiles": "[H]/N=C\\N/C(=N\\[H])N1CC1",
  "homo_energy_ev": -9.458
}

## b
{
  "formula": "C4H8N4",
  "method": "ωB97M-V/def2-TZVPD",
  "species": ["C", "C", "N", "N", "C", "N", "C", "N", "H", "H", "H", "H", "H", "H", "H", "H"],
  "xyz": [[1.367, 0.646, 0.557], [-1.975, -1.463, -0.578], [1.251, 0.126, -0.699], [2.082, 1.783, 0.795], [0.419, -1.001, -0.755], [-0.854, -0.526, -0.601], [-0.984, 0.598, 0.434], [-1.735, 1.384, 0.865], [1.026, 0.825, -1.404], [1.322, -0.075, 1.366], [1.961, 2.545, 0.143], [2.131, 2.082, 1.756], [0.760, -1.829, -0.125], [-1.905, -2.179, 0.249], [-2.901, -0.901, -0.489], [-1.966, -2.015, -1.516]],
  "mulliken_charge": [-0.166, -0.987, -0.247, -0.429, -0.426, 0.093, 0.255, -0.586, 0.307, 0.332, 0.234, 0.272, 0.339, 0.324, 0.360, 0.326],
  "orbital_gap_ha": [0.2553, 0.2525],
  "charge": 0,
  "homo_energy_ev": [-6.757, -6.686]
}

Result of the stability comparison: b is the least stable of them.

## a
{
  "formula": "C4H8N4",
  "method": "ωB97M-V/def2-TZVPD",
  "species": ["C", "C", "C", "N", "N", "C", "N", "N", "H", "H", "H", "H", "H", "H", "H", "H"],
  "xyz": [[0.275, -0.576, 0.585], [0.824, -0.802, -0.810], [-0.556, 0.729, 0.709], [-0.125, -0.998, -1.787], [-1.482, 0.688, 1.744], [-0.191, 1.874, 0.112], [0.169, -1.571, 1.410], [2.069, -0.587, -1.047], [0.098, -0.664, -2.716], [-1.110, -1.074, -1.547], [-1.483, 1.534, 2.304], [-1.292, -0.123, 2.343], [0.593, -2.403, 0.979], [2.270, -0.761, -2.033], [0.538, 1.909, -0.690], [-0.597, 2.824, 0.443]],
  "mulliken_charge": [0.726, 0.100, 0.407, -0.412, -0.570, -1.072, -0.709, -0.597, 0.209, 0.254, 0.224, 0.320, 0.299, 0.212, 0.322, 0.287],
  "orbital_gap_ha": 0.3368,
  "charge": 0,
  "smiles": "[H]/N=C(N)/C(=N\\[H])C(=C)N",
  "homo_energy_ev": -8.632
}

## b
{
  "formula": "C4H8N4",
  "method": "ωB97M-V/def2-TZVPD",
  "species": ["C", "C", "C", "C", "H", "H", "H", "H", "H", "H", "H", "H", "N", "N", "N", "N"],
  "xyz": [[-0.299, -1.484, -0.501], [0.170, -1.413, 0.985], [0.044, -0.021, 1.659], [0.420, 1.183, 0.856], [-0.693, 0.968, -0.050], [-2.446, 0.834, -0.992], [-0.449, -2.570, -0.836], [0.330, -2.186, 1.485], [-0.133, 0.145, 2.793], [0.240, 2.037, 1.547], [1.526, 1.166, -1.829], [1.057, -0.591, -1.199], [-1.727, 0.378, -0.292], [-1.135, -0.666, -1.058], [1.175, 1.347, -0.259], [1.481, 0.456, -1.092]],
  "mulliken_charge": [-0.588, -0.546, -0.162, -0.213, 0.300, 0.274, 0.314, 0.680, 0.287, 0.293, 0.314, 0.413, -0.412, -0.289, -0.361, -0.306],
  "orbital_gap_ha": 0.3037,
  "charge": 0,
  "smiles": "N\\N=C/C=C\\C=N/N",
  "homo_energy_ev": -8.462
}

## c
{
  "formula": "C4H8N4",
  "method": "ωB97M-V/def2-TZVPD",
  "species": ["C", "C", "C", "C", "H", "H", "H", "H", "H", "H", "H", "H", "N", "N", "N", "N"],
  "xyz": [[-1.822, -0.227, -0.221], [-0.523, 0.274, 1.693], [0.588, -0.130, -0.449], [1.764, 1.236, -1.681], [-1.969, 0.890, -0.424], [-2.734, -0.453, 0.248], [-1.915, -0.775, -1.065], [0.279, 0.108, 2.154], [-0.587, 1.166, 1.518], [-1.394, -0.060, 2.386], [1.593, -2.105, 0.037], [2.319, -1.004, -0.834], [-0.511, -0.457, 0.361], [1.553, -1.038, -0.480], [0.642, 0.995, -0.980], [2.719, 1.581, -2.261]],
  "mulliken_charge": [-1.053, -1.495, 0.717, 0.410, 0.343, 0.368, 0.381, 0.517, 0.712, 0.269, 0.335, 0.050, -0.160, -0.369, -0.519, -0.507],
  "orbital_gap_ha": 0.3734,
  "charge": 0,
  "smiles": "CN(C)/C(N)=N/C#N",
  "homo_energy_ev": -9.555
}

Result of the stability comparison: b is the least stable of them.